# C15H20N4O2S

A 2-piece molecular cluster, C15H20N4O2S overall (ωB97M-V/def2-TZVPD, OMol25).

Values from the calculation:
Max |F| ... 19.37 eV Å⁻¹
HOMO level ... -0.31043 Ha
Energy ... -1350.63609 Eh
Lowest unoccupied orbital energy ... 0.3 eV
Relative energy (zero: lowest compared OMol25 entry of this formula, charge and spin) ... 419.8 kcal per mole

Structure (ORCA input):
```
! RIJCOSX wB97M-V def2-TZVPD def2/J DEFGRID3
* xyz 0 1
C 2.765 3.565 4.446
H 3.624 3.148 3.726
H 3.267 3.903 5.246
H 2.334 4.393 3.805
C 1.921 2.651 4.639
N 1.313 1.888 3.678
C 1.602 0.668 3.388
O 2.658 -0.115 3.860
C 1.174 0.250 1.977
H 1.759 0.332 1.107
H 0.802 -0.940 2.108
C 0.117 1.266 1.922
H -0.955 1.036 2.180
C -0.334 1.580 0.450
N -0.530 0.573 -0.489
C -1.992 -0.070 0.017
H -2.250 -0.772 -0.890
H -2.804 0.665 -0.024
H -1.749 -0.704 0.811
C -0.640 0.816 -1.739
C -0.339 -0.314 -2.672
N -1.371 -1.303 -2.737
C -0.629 -2.266 -3.627
N 0.519 -1.876 -3.716
O 1.043 -0.735 -3.254
C -1.252 -3.400 -4.305
C -0.748 -4.164 -5.095
C -1.469 -5.468 -5.358
C -2.891 -5.075 -4.763
S -3.003 -3.683 -3.951
H -3.587 -5.819 -4.978
H -1.192 -6.107 -6.026
H 0.367 -4.321 -5.304
H 0.272 1.606 -2.065
H -1.500 1.477 -2.172
H 0.604 1.966 0.073
H -1.029 2.428 0.299
C 0.268 2.350 2.853
H 1.023 3.132 2.124
H -0.303 2.889 3.429
H 0.849 2.861 5.371
H 2.285 1.689 5.656
*
```

=====

# C15H20N4O3S2

The molecule C15H20N4O3S2 (ωB97M-V/def2-TZVPD, OMol25).

Values from the calculation:
Max |F| ... 0.87 eV Å⁻¹
HOMO level ... -0.29058 Ha
Energy ... -1824.79589 Eh
SMILES ... Cc1csc(SCC(=O)c2c(N)n(CC(C)C)c(=O)n(C)c2=O)n1
Lowest unoccupied orbital energy ... 0.5 eV
Relative energy (zero: lowest compared OMol25 entry of this formula, charge and spin) ... 0.0 kcal per mole

Structure (ORCA input):
```
! RIJCOSX wB97M-V def2-TZVPD def2/J DEFGRID3
* xyz 0 1
C 3.228 2.318 1.495
C 3.947 1.024 1.665
C 5.292 0.839 1.629
S 5.697 -0.824 1.873
C 3.978 -1.144 2.010
N 3.224 -0.109 1.884
S 3.401 -2.746 2.308
C 1.622 -2.399 2.192
C 1.254 -2.017 0.779
O 2.089 -2.127 -0.115
C -0.093 -1.532 0.548
C -0.463 -1.093 -0.737
N 0.411 -1.144 -1.736
H 0.196 -0.832 -2.664
H 1.330 -1.527 -1.467
N -1.719 -0.616 -0.971
C -2.705 -0.565 0.019
O -3.820 -0.167 -0.234
N -2.326 -0.993 1.255
C -1.066 -1.496 1.611
O -0.902 -1.864 2.758
C -3.317 -0.957 2.319
H -2.946 -0.340 3.137
H -4.237 -0.545 1.915
H -3.483 -1.966 2.695
C -2.114 -0.135 -2.288
H -3.206 -0.089 -2.271
H -1.816 -0.866 -3.046
C -1.570 1.264 -2.617
C -2.028 2.274 -1.569
H -1.710 3.276 -1.848
H -3.112 2.264 -1.481
H -1.604 2.043 -0.594
C -2.061 1.665 -4.006
H -3.147 1.716 -4.021
H -1.741 0.947 -4.758
H -1.668 2.641 -4.277
H -0.474 1.248 -2.622
H 1.100 -3.305 2.499
H 1.379 -1.602 2.892
H 6.063 1.566 1.478
H 2.565 2.263 0.632
H 2.618 2.519 2.374
H 3.937 3.129 1.354
*
```

=====

# C15H20N4O3S2

The molecule C15H20N4O3S2 (ωB97M-V/def2-TZVPD, OMol25).

Values from the calculation:
Max |F| ... 1.62 eV Å⁻¹
HOMO level ... -0.33573 Ha
Energy ... -1824.68447 Eh
SMILES ... CCCCC(=O)Nc1nnc(S(=O)(=O)N(CC)c2ccccc2)s1
Lowest unoccupied orbital energy ... 0.2 eV
Relative energy (zero: lowest compared OMol25 entry of this formula, charge and spin) ... 69.9 kcal per mole

Structure (ORCA input):
```
! RIJCOSX wB97M-V def2-TZVPD def2/J DEFGRID3
* xyz 0 1
C 0.586 4.880 -1.045
C 1.525 5.268 0.091
C 2.636 4.246 0.331
C 2.120 2.912 0.870
C 1.644 3.022 2.285
O 1.762 3.976 3.007
N 1.011 1.888 2.811
C 0.756 0.686 2.246
N 1.072 0.311 1.048
N 0.695 -0.926 0.765
C 0.090 -1.530 1.721
S -0.096 -0.579 3.161
S -0.563 -3.203 1.623
O 0.411 -4.066 2.213
O -1.866 -3.141 2.204
N -0.654 -3.500 0.007
C -1.639 -2.755 -0.682
C -1.314 -1.745 -1.580
C -2.320 -1.043 -2.221
C -3.649 -1.332 -1.967
C -3.973 -2.335 -1.068
C -2.975 -3.050 -0.431
H -3.215 -3.829 0.274
H -5.007 -2.567 -0.865
H -4.429 -0.779 -2.468
H -2.059 -0.260 -2.918
H -0.282 -1.498 -1.771
C 0.607 -3.813 -0.641
C 0.378 -4.684 -1.870
H -0.162 -5.585 -1.593
H 1.335 -4.964 -2.301
H -0.202 -4.148 -2.616
H 1.155 -2.902 -0.906
H 1.186 -4.357 0.106
H 0.707 2.005 3.772
H 1.312 2.520 0.252
H 2.911 2.158 0.849
H 3.344 4.660 1.050
H 3.167 4.064 -0.605
H 1.990 6.227 -0.151
H 0.957 5.403 1.012
H -0.127 5.680 -1.231
H 1.147 4.704 -1.960
H 0.023 3.980 -0.808
*
```

=====

# C15H20N4O4OsS

C15H20N4O4OsS as an isolated structure (ωB97M-V/def2-TZVPD, OMol25).

Values from the calculation:
Max |F| ... 0.75 eV Å⁻¹
HOMO level (alpha / beta) ... -0.54748 / -0.54748 Ha
Energy ... -1591.81994 Eh
Lowest unoccupied orbital energy (alpha / beta) ... -10.0 / -10.1 eV

Structure (ORCA input):
```
! RIJCOSX wB97M-V def2-TZVPD def2/J DEFGRID3
* xyz 2 1
Os 1.952 -2.151 -0.712
N 3.808 -3.229 -0.546
C 3.726 -4.556 -1.239
C 2.559 -4.589 -2.200
O 2.376 -5.375 -3.065
N 1.590 -3.533 -1.913
C 0.319 -3.540 -2.626
C -0.481 -2.347 -2.137
O -1.573 -2.043 -2.434
O 0.267 -1.553 -1.202
H 4.521 -2.660 -1.010
H 4.151 -3.356 0.406
H 3.557 -5.335 -0.493
H 4.649 -4.787 -1.766
H -0.239 -4.464 -2.456
H 0.493 -3.458 -3.702
C 0.162 4.207 0.167
C 0.526 4.018 1.635
C 0.215 2.627 2.165
N 1.050 1.628 1.442
C 0.892 0.339 1.311
S 2.399 -0.538 0.839
N -0.184 -0.375 1.584
C -1.584 -0.019 2.005
O -1.944 -0.554 3.003
C -2.362 0.825 1.098
C -1.957 1.091 -0.211
C -2.787 1.812 -1.050
C -4.012 2.274 -0.581
C -4.412 2.020 0.727
C -3.594 1.290 1.568
H 0.305 5.244 -0.128
H -0.882 3.949 -0.014
H 0.781 3.595 -0.493
H -0.031 4.720 2.256
H 1.584 4.241 1.805
H -0.836 2.390 2.029
H 0.465 2.539 3.223
H 1.960 1.983 1.172
H -0.013 -1.354 1.778
H -1.007 0.735 -0.585
H -2.490 2.002 -2.072
H -4.663 2.830 -1.242
H -5.369 2.376 1.081
H -3.889 1.078 2.587
*
```

=====

# C15H20O

The molecule C15H20O (ωB97M-V/def2-TZVPD, OMol25).

Values from the calculation:
Max |F| ... 5.27 eV Å⁻¹
HOMO level ... -0.29581 Ha
Energy ... -658.62735 Eh
SMILES ... O=C\C=C/C=C\C=C/C=C\C1CCCCC1
Lowest unoccupied orbital energy ... -0.4 eV
Relative energy (zero: lowest compared OMol25 entry of this formula, charge and spin) ... 48.8 kcal per mole

Structure (ORCA input):
```
! RIJCOSX wB97M-V def2-TZVPD def2/J DEFGRID3
* xyz 0 1
O 3.891 5.229 -3.317
C 4.743 4.352 -3.366
C 4.841 3.243 -2.389
C 3.878 2.773 -1.662
C 2.488 3.246 -1.759
C 1.435 2.739 -0.952
C 1.513 1.628 0.108
C 0.565 1.365 1.053
C -0.711 1.980 1.244
C -1.819 1.417 1.702
C -3.423 -2.648 1.939
C -3.752 -1.708 2.998
C -2.022 -2.490 1.516
C -3.411 -0.292 2.715
C -1.510 -1.035 1.177
C -1.931 -0.016 2.272
H 5.558 4.455 -3.975
H 5.828 2.854 -2.312
H 4.229 2.086 -0.968
H 2.135 4.036 -2.480
H 0.478 3.237 -1.007
H 2.492 1.060 0.145
H 0.814 0.686 1.714
H -1.105 2.917 0.841
H -2.667 1.988 1.481
H -3.937 -2.442 0.933
H -3.541 -3.729 2.011
H -4.793 -1.871 3.131
H -3.217 -1.955 3.903
H -1.366 -2.948 2.271
H -1.864 -3.154 0.628
H -4.251 0.086 2.169
H -3.501 0.231 3.593
H -0.513 -1.079 1.251
H -1.764 -0.727 0.155
H -1.247 -0.242 3.102
*
```

=====

# C15H21BrN2O2

A 2-piece molecular cluster, C15H21BrN2O2 overall (ωB97M-V/def2-TZVPD, OMol25).

Values from the calculation:
Max |F| ... 19.29 eV Å⁻¹
HOMO level ... -0.32649 Ha
Energy ... -3417.58585 Eh
Lowest unoccupied orbital energy ... 0.5 eV
Relative energy (zero: lowest compared OMol25 entry of this formula, charge and spin) ... 372.1 kcal per mole

Structure (ORCA input):
```
! RIJCOSX wB97M-V def2-TZVPD def2/J DEFGRID3
* xyz 0 1
C -0.505 -2.322 4.495
H -1.134 -3.052 5.192
H -0.386 -1.523 5.005
C -1.352 -2.251 3.126
N -0.752 -1.416 1.976
C 0.156 -1.867 1.154
O 0.276 -2.951 1.065
C 0.888 -1.130 0.203
C 2.250 -0.787 0.451
C 2.843 0.112 -0.358
C 2.427 0.520 -1.372
C 1.065 0.181 -1.799
C 0.110 -0.529 -1.024
H -0.736 -0.821 -0.986
H 0.437 0.586 -2.713
Br 3.265 1.867 -2.647
H 3.818 0.474 -0.200
H 2.707 -1.009 1.396
C -0.803 -0.104 2.361
H 0.175 0.638 2.000
H -0.875 0.244 3.253
C -1.820 0.722 1.619
O -2.154 1.787 1.704
N -2.599 -0.153 0.935
H -2.322 -1.521 0.795
C -3.952 -0.032 0.088
C -5.102 0.681 0.848
H -4.567 1.377 1.503
H -5.825 0.928 0.383
H -5.272 -0.061 1.776
C -4.308 -1.412 -0.540
H -4.614 -2.104 0.089
H -3.580 -1.748 -1.161
H -5.304 -1.084 -1.287
C -3.559 1.070 -1.114
H -4.340 1.170 -1.477
H -3.197 1.784 -0.698
H -2.746 0.808 -1.557
H -1.368 -3.223 2.700
H -2.087 -1.765 3.414
H 0.400 -2.681 4.293
*
```

=====

# C15H21Cl3MoNO2

C15H21Cl3MoNO2 as an isolated structure (ωB97M-V/def2-TZVPD, OMol25).

Values from the calculation:
Max |F| ... 7.05 eV Å⁻¹
<S²> ... 3.767
HOMO level (alpha / beta) ... -0.00133 / -0.03507 Ha
Energy ... -2238.19448 Eh
Lowest unoccupied orbital energy (alpha / beta) ... 4.9 / 4.9 eV
Relative energy (zero: lowest compared OMol25 entry of this formula, charge and spin) ... 0.0 kcal per mole

Structure (ORCA input):
```
! RIJCOSX wB97M-V def2-TZVPD def2/J DEFGRID3
* xyz -2 4
C -0.601 0.953 -2.742
C -1.550 -0.079 -2.414
C -0.847 -1.224 -1.927
C -2.958 0.001 -2.813
C 0.557 -0.981 -1.967
C 0.682 0.390 -2.510
C 1.930 1.147 -2.585
C -0.823 2.372 -3.167
C -1.386 -2.581 -1.864
C 1.710 -1.924 -1.793
Mo -0.212 0.612 -0.537
Cl -3.491 -1.785 0.812
Cl -2.293 1.752 -0.271
Cl 0.150 -1.018 1.423
H -3.383 1.010 -2.726
H -3.491 -0.675 -2.131
H -3.056 -0.320 -3.864
H -2.381 -2.607 -1.396
H -0.766 -3.224 -1.229
H -1.347 -2.964 -2.902
H 1.486 -2.752 -1.119
H 2.577 -1.413 -1.369
H 2.030 -2.310 -2.760
H 2.725 0.415 -2.549
H 1.983 1.825 -1.710
H 1.879 1.849 -3.442
H -1.801 2.769 -2.886
H -0.701 2.445 -4.252
H -0.123 3.080 -2.700
O 0.664 2.046 0.153
H 0.237 2.887 0.551
O 3.072 0.845 3.390
N 2.067 0.422 4.103
C 0.789 0.829 3.828
C -0.254 0.487 4.650
C -0.024 -0.364 5.748
C 1.276 -0.839 5.972
C 2.302 -0.433 5.161
H 0.675 1.436 2.907
H -1.269 0.846 4.475
H -0.851 -0.638 6.376
H 1.466 -1.543 6.789
H 3.352 -0.744 5.285
*
```

=====

# C15H21Cl5IO2P2Pr

C15H21Cl5IO2P2Pr as an isolated structure (ωB97M-V/def2-TZVPD, OMol25).

Values from the calculation:
Max |F| ... 6.31 eV Å⁻¹
<S²> ... 2.003
HOMO level (alpha / beta) ... -0.49585 / -0.49600 Ha
Energy ... -4532.47161 Eh
Lowest unoccupied orbital energy (alpha / beta) ... -7.7 / -7.7 eV

Structure (ORCA input):
```
! RIJCOSX wB97M-V def2-TZVPD def2/J DEFGRID3
* xyz 2 3
C -0.503 -0.112 -7.399
C -0.502 -1.007 -6.272
H -0.612 -0.700 -8.346
H 0.453 0.456 -7.379
H -1.346 0.601 -7.263
O -0.545 -2.008 -5.670
I -0.161 0.791 -3.529
Pr 0.053 0.972 -0.607
P -2.629 0.241 0.116
C -3.676 -0.922 1.047
C -3.284 1.824 0.808
H -4.382 1.828 0.695
H -4.566 0.514 -1.324
H -2.849 2.697 0.295
H -3.038 0.920 -2.213
H -3.375 -0.937 2.104
H -3.021 1.897 1.875
C -3.515 0.229 -1.499
H -4.729 -0.597 0.963
H -3.464 -0.779 -1.935
H -3.564 -1.936 0.640
P 2.637 -0.209 -0.241
C 3.586 -1.525 0.581
C 3.292 -0.348 -1.954
H 3.277 2.181 -0.118
H 4.686 1.067 0.068
H 3.535 1.343 1.430
C 3.629 1.242 0.338
H 2.841 0.415 -2.607
H 4.387 -0.235 -1.919
H 4.660 -1.368 0.371
H 3.273 -2.507 0.200
H 3.024 -1.331 -2.367
H 3.409 -1.499 1.665
C -0.148 -1.425 0.337
O -0.278 -2.488 0.775
Cl 0.202 3.792 0.039
C 0.403 3.103 1.683
C 0.388 1.733 1.850
C 0.552 1.170 3.097
Cl 0.605 -0.552 3.242
C 0.696 2.004 4.223
Cl 0.841 1.313 5.765
C 0.718 3.411 4.066
Cl 0.907 4.430 5.410
C 0.576 3.973 2.774
Cl 0.601 5.669 2.548
*
```

=====

# C15H21GeKN2O2S4

C15H21GeKN2O2S4 as an isolated structure (ωB97M-V/def2-TZVPD, OMol25).

Values from the calculation:
Max |F| ... 0.88 eV Å⁻¹
HOMO level ... -0.02233 Ha
Energy ... -5113.84285 Eh
Lowest unoccupied orbital energy ... 4.2 eV
Relative energy (zero: lowest compared OMol25 entry of this formula, charge and spin) ... 0.0 kcal per mole

Structure (ORCA input):
```
! RIJCOSX wB97M-V def2-TZVPD def2/J DEFGRID3
* xyz -2 1
K 0.299 0.025 -0.553
C -3.636 -0.540 1.099
C -2.780 0.637 1.516
O -2.525 1.560 0.764
N -2.298 0.578 2.809
C -1.080 1.303 3.200
C -0.037 0.237 3.445
C 0.387 -0.152 4.712
C 1.183 -1.285 4.824
C 1.504 -1.999 3.693
C 1.036 -1.536 2.462
N 0.302 -0.430 2.353
H -4.106 -0.315 0.147
H -4.400 -0.762 1.850
H -2.995 -1.423 0.975
H -2.440 -0.305 3.272
H -1.234 1.924 4.081
H -0.790 1.943 2.367
H 0.090 0.420 5.584
H 1.533 -1.612 5.795
H 2.092 -2.906 3.740
H 1.251 -2.078 1.536
O 2.046 -7.131 0.464
C 1.654 -6.022 0.110
S 0.049 -5.385 0.427
C 0.201 -3.814 -0.385
C 1.404 -3.571 -0.969
S 1.957 -2.159 -1.857
S 2.601 -4.872 -0.815
S -1.237 -2.806 -0.312
C 1.559 5.251 2.686
Ge 1.805 4.554 0.837
C 3.767 4.409 0.708
C 1.336 6.114 -0.268
C 0.932 2.969 0.324
H 2.111 6.188 2.868
H 1.901 4.494 3.406
H 0.489 5.429 2.865
H 4.265 5.368 0.915
H 4.037 4.071 -0.300
H 4.137 3.662 1.424
H 1.854 7.010 0.098
H 0.254 6.296 -0.237
H 1.622 5.938 -1.313
H -0.160 3.133 0.342
H 1.174 2.220 1.099
*
```

=====

# C15H21N3O3S

The molecule C15H21N3O3S (ωB97M-V/def2-TZVPD, OMol25).

Values from the calculation:
Max |F| ... 4.62 eV Å⁻¹
HOMO level ... -0.33827 Ha
Energy ... -1372.31995 Eh
SMILES ... C[C@H]1CCCCN1S(=O)(=O)c1ccc(N2CCCC2=O)cn1
Lowest unoccupied orbital energy ... 0.2 eV
Relative energy (zero: lowest compared OMol25 entry of this formula, charge and spin) ... 61.5 kcal per mole

Structure (ORCA input):
```
! RIJCOSX wB97M-V def2-TZVPD def2/J DEFGRID3
* xyz 0 1
O -1.771 3.665 -1.886
O -0.572 -3.754 -0.670
O -0.330 -3.213 1.611
N -0.156 -0.022 -0.427
C -2.580 3.617 -0.935
C -0.849 1.142 -0.630
C -0.875 -1.130 -0.112
C -2.252 -1.084 0.069
C -2.964 0.093 -0.061
C -2.248 1.255 -0.377
N -2.945 2.483 -0.320
N 1.686 -2.518 0.001
C 2.996 -2.505 2.052
C -3.291 4.856 -0.393
C -4.120 2.733 0.521
C 2.161 -2.467 -1.424
C -4.073 4.246 0.808
C 3.709 -2.580 -1.474
C 4.377 -1.499 -0.590
C 3.393 -0.701 0.274
C 2.334 -1.629 0.984
S -0.038 -2.752 0.231
H -0.212 2.004 -0.844
H -2.768 -1.998 0.347
H -4.044 0.094 0.112
H 3.687 -3.133 1.507
H 3.619 -1.894 2.719
H 2.283 -3.075 2.618
H -3.915 5.316 -1.141
H -2.577 5.595 -0.036
H -5.077 2.482 0.000
H -4.096 2.089 1.402
H 1.751 -3.317 -2.011
H 1.872 -1.488 -1.856
H -5.080 4.665 0.929
H -3.499 4.401 1.746
H 4.030 -2.411 -2.534
H 3.977 -3.633 -1.166
H 5.108 -1.977 0.100
H 4.942 -0.806 -1.226
H 2.859 -0.008 -0.373
H 3.991 -0.145 0.993
H 1.557 -0.996 1.460
*
```

=====

# C15H21N6O3S

A 2-piece molecular cluster, C15H21N6O3S overall (ωB97M-V/def2-TZVPD, OMol25).

Values from the calculation:
Max |F| ... 2.72 eV Å⁻¹
HOMO level ... -0.41238 Ha
Energy ... -1536.45792 Eh
Lowest unoccupied orbital energy ... -2.4 eV

Structure (ORCA input):
```
! RIJCOSX wB97M-V def2-TZVPD def2/J DEFGRID3
* xyz 1 1
O -3.461 -1.061 -2.536
O -1.639 -2.697 2.016
N 2.759 1.765 0.852
O 4.085 3.945 3.633
S 3.320 -0.546 -0.675
C -3.846 -0.542 -1.497
C -2.344 -2.654 1.019
C 3.541 0.795 0.428
C 5.001 -1.026 -0.355
C -0.543 -0.046 -2.267
C 5.648 -0.189 0.536
C 4.854 1.888 1.810
C 3.600 2.457 1.748
C -0.359 0.165 -0.926
C 0.808 1.692 -2.031
N 0.173 0.926 -2.941
N 4.794 0.824 0.949
N -3.363 -3.513 0.909
N -3.252 -0.743 -0.319
N 0.499 1.244 -0.798
C -5.046 0.375 -1.502
C 3.162 3.649 2.570
C -4.292 -3.691 -0.211
C -0.836 -0.721 0.208
C -2.076 -1.601 -0.082
H 3.777 4.697 4.170
H 5.470 -1.897 -0.807
H -1.109 -0.852 -2.720
H 6.675 -0.307 0.876
H 5.684 2.213 2.432
H 1.509 2.494 -2.247
H 0.236 1.016 -3.951
H -3.454 -4.146 1.690
H -3.663 -0.286 0.481
H 0.974 1.533 0.064
H -5.465 0.409 -2.508
H -5.801 -0.002 -0.813
H -4.741 1.377 -1.203
H 3.060 4.518 1.913
H 2.179 3.434 3.001
H -4.732 -4.689 -0.169
H -3.777 -3.584 -1.169
H -5.098 -2.958 -0.153
H -1.037 -0.101 1.084
H -0.005 -1.380 0.470
H -1.871 -2.182 -0.981
*
```